Record 1
Molecular formula: C5H15AlBBrCdO5PS
Method: DFT, wB97M-V/def2-TZVPD

Geometry as XYZ:
```
31
Properties=species:S:1:pos:R:3:forces:R:3
C 1.816281 2.817674 0.877657 0.081 -0.036 -0.391
C 2.380103 2.235472 -0.417436 0.235 -0.945 0.675
B 1.529494 1.011880 -0.936523 0.111 1.452 -0.726
O 1.001901 0.980410 -2.156354 0.487 -0.615 -0.617
Al 1.275462 -0.647531 0.395764 -0.204 0.024 1.473
C -0.654545 -0.982288 0.926504 -0.356 -0.031 -0.809
C -1.500540 0.292290 0.981705 0.072 -0.430 0.392
C -2.972680 0.037582 0.658410 0.827 0.008 -0.617
S -3.381475 0.660485 -0.959830 -1.211 0.330 0.360
O -2.718278 1.879705 -1.181753 1.706 0.776 -0.474
O -4.783903 0.701179 -1.070862 -1.585 -0.687 0.081
O -2.845655 -0.443237 -1.982289 0.610 -0.298 0.689
P 2.188097 -2.566948 -0.665111 -1.168 -0.238 1.073
O 2.604933 -3.743467 0.452675 0.488 1.250 -1.934
Br 0.641300 -3.401974 -1.989451 0.643 0.057 0.272
H 1.581418 2.044272 1.598194 -0.042 -0.268 0.221
H 2.545810 3.465290 1.338295 0.058 0.356 0.160
H 0.908234 3.356919 0.656351 -0.268 0.334 0.135
H 3.367110 1.825675 -0.209058 0.335 -0.037 0.085
H 2.512265 2.983396 -1.189960 -0.167 0.252 -0.275
H 1.556595 1.497621 -2.773079 -0.703 0.124 0.016
H 2.241475 -0.413893 1.645658 0.381 -0.246 -0.298
H -1.103800 -1.731505 0.286541 -0.035 -0.148 -0.357
H -0.599785 -1.425848 1.913227 0.471 -0.199 0.306
H -1.470367 0.654167 1.998608 0.173 0.280 0.300
H -1.129993 1.093419 0.358351 0.027 0.199 -0.208
H -3.604707 0.553295 1.359897 -0.490 0.264 -0.001
H -3.217157 -1.014461 0.665193 -0.207 -0.332 0.185
H -3.172394 -1.293212 -1.633903 -0.053 0.115 -0.545
H 2.952932 -4.494043 -0.061371 0.580 0.389 -0.195
Cd 2.051869 -5.932325 1.113950 -0.794 -1.698 1.023
```
Positions in Å, forces in eV/Å.

Properties
DFT total energy (Eh): -4323.91013
Molar mass (u): 448.3
E_HOMO (eV): -11.54
Total charge: +1

Record 2
Molecular formula: C5H15BClO3Si
Method: DFT, wB97M-V/def2-TZVPD

Geometry as XYZ:
```
26
Properties=species:S:1:pos:R:3:forces:R:3
O 4.232168 -1.227100 -0.556452 -0.050 0.396 -0.039
B 4.407890 0.125980 -0.445359 0.084 -0.026 0.038
O 5.698857 0.663997 -0.558745 -0.279 -0.302 -0.045
Si 2.755922 1.317895 -0.220014 0.144 -0.192 0.027
C 1.589816 1.202977 -1.706964 -0.018 0.025 -0.125
C 0.367326 0.286447 -1.527402 -0.008 -0.068 0.033
C -0.553152 0.710221 -0.373519 0.000 0.024 0.095
Cl -2.189209 1.178195 -0.938851 0.140 0.129 -0.104
H 5.062947 -1.693395 -0.708130 0.078 -0.015 0.001
H 6.208923 0.748960 0.248080 0.013 0.077 0.057
H 2.046376 0.921972 1.023321 0.018 0.016 -0.009
H 3.220285 2.715202 -0.025263 -0.011 0.011 -0.022
H 1.257299 2.212854 -1.976714 0.002 -0.089 0.076
H 2.186572 0.843479 -2.554500 -0.099 0.072 0.033
H -0.220205 0.284540 -2.448644 0.076 -0.037 0.061
H 0.695808 -0.746127 -1.370496 -0.020 0.093 0.030
H -0.711544 -0.080747 0.357567 -0.015 0.007 -0.092
H -0.156270 1.578796 0.154480 -0.067 -0.059 -0.067
C -4.066242 -0.768491 1.494546 0.077 -0.106 -0.038
C -4.909314 -1.995846 1.913570 -0.052 0.027 0.023
O -4.214856 -3.133858 1.996182 0.086 -0.069 -0.005
H -3.620355 -0.954595 0.510928 -0.034 0.012 0.080
H -4.661853 0.153422 1.447524 -0.020 0.046 -0.019
H -3.251110 -0.629947 2.213839 0.005 0.012 -0.006
H -5.763219 -2.025799 1.172808 -0.020 0.010 0.011
H -5.412862 -1.689032 2.878209 -0.029 0.008 0.006
```
Positions in Å, forces in eV/Å.

Properties
DFT total energy (Eh): -1199.80396
Molar mass (u): 197.5
E_HOMO (eV): -1.92
Total charge: -1

Record 3
Molecular formula: C5H15InN3O2
Method: DFT, wB97M-V/def2-TZVPD

Geometry as XYZ:
```
26
Properties=species:S:1:pos:R:3:forces:R:3
In 1.068765 0.147123 0.235725 -0.245 -0.588 0.179
C -3.026543 0.104498 2.913027 0.068 0.666 0.111
C -1.982882 0.064764 1.748720 -0.059 -0.727 -0.699
C -2.529306 0.496092 0.408414 -0.910 -0.142 0.474
O -1.595567 0.018733 -0.546427 0.814 1.025 -0.195
C -2.132317 -0.576283 -1.757703 0.473 -0.497 -0.163
N -0.775516 0.799325 2.102327 -0.257 1.437 -0.258
H -3.579688 1.046693 2.883476 0.074 0.004 -0.057
H -2.525414 0.039635 3.878729 -0.106 -0.220 0.047
H -3.722842 -0.724084 2.795148 0.137 -0.124 -0.060
H -1.687982 -0.985939 1.591529 -0.084 0.001 0.534
H -2.731306 1.575594 0.309016 0.521 -0.050 -0.053
H -3.517995 0.037905 0.295304 0.218 -0.252 -0.211
H -2.951209 0.019096 -2.171986 -0.023 0.079 0.358
H -2.443951 -1.598576 -1.525964 -0.103 0.144 -0.251
H -1.298328 -0.554635 -2.455097 -0.150 -0.240 -0.148
H -0.755574 0.921567 3.130064 1.287 -0.954 -0.024
H -0.807182 1.789908 1.815739 -0.228 -0.207 -0.303
C 4.273968 -0.448289 -1.594717 2.187 0.431 -2.491
O 3.248904 -0.897643 -1.005408 -1.906 0.393 1.282
N 4.436848 0.838017 -2.056691 -1.418 -0.729 0.984
N 5.241237 -1.302904 -1.976358 -0.998 0.609 1.149
H 4.929780 1.006664 -2.927702 0.253 -0.113 0.169
H 3.583536 1.375112 -1.980338 0.298 0.316 -0.137
H 6.069308 -0.917129 -2.413390 0.016 -0.292 -0.207
H 5.211255 -2.275247 -1.695435 0.141 0.030 -0.032
```
Positions in Å, forces in eV/Å.

Properties
DFT total energy (Eh): -703.10958
Molar mass (u): 264.0
E_HOMO (eV): -20.72
ΔE to the lowest compared entry with this formula, charge and spin (kcal per mole): 0.0
Total charge: +3

Record 4
Molecular formula: C5H15N
Method: DFT, wB97M-V/def2-TZVPD

Geometry as XYZ:
```
21
Properties=species:S:1:pos:R:3:forces:R:3
C 0.361677 2.473731 -3.081835 3.478 -0.625 -0.146
C 1.046921 1.196819 -2.375659 -1.440 -3.053 0.298
C 1.822226 0.151766 -3.399668 0.856 4.775 0.284
H -0.739738 2.566916 -3.067645 0.776 -0.502 -0.271
H 0.811688 3.369085 -2.584694 -0.628 -0.509 -0.386
H 0.909391 2.425389 -4.103659 -1.752 0.519 1.197
H 1.787215 1.327106 -1.560090 -0.432 0.876 -0.628
H 0.223927 0.593951 -1.826334 1.114 0.857 -0.906
H 2.589442 -0.489359 -3.040918 0.200 -0.703 1.274
H 2.478938 0.911458 -3.962177 -0.927 -1.095 0.177
H 1.255141 -0.375081 -4.104053 -1.248 -0.543 -0.886
C -1.509231 -1.528947 4.225979 2.234 2.457 -0.405
C -0.581277 -1.445476 2.955706 -0.353 -2.320 -0.650
N -1.278026 -0.938361 1.737075 -1.233 1.583 2.253
H -1.786635 -0.431182 4.284806 -0.362 -1.254 0.684
H -0.812239 -1.755233 5.114108 -1.478 0.079 -1.188
H -2.390146 -2.166496 4.103221 0.439 0.110 0.088
H -0.295387 -2.514727 2.731333 -0.318 0.877 -0.110
H 0.410940 -0.997836 3.127691 -0.537 0.464 0.426
H -0.706070 -1.059614 0.937517 0.478 0.271 -0.770
H -1.632187 0.076794 1.844224 1.133 -2.263 -0.337
```
Positions in Å, forces in eV/Å.

Properties
DFT total energy (Eh): -254.17822
Molar mass (u): 89.2
E_HOMO (eV): -9.14
ΔE to the lowest compared entry with this formula, charge and spin (kcal per mole): 40.1

Record 5
Molecular formula: C5H15N
Method: DFT, wB97M-V/def2-TZVPD

Geometry as XYZ:
```
21
Properties=species:S:1:pos:R:3:forces:R:3
C -4.083224 2.968573 -1.958173 -1.162 0.309 0.132
C -3.074076 2.085911 -1.274956 1.285 -0.290 -0.577
C -1.692284 2.074859 -2.057955 -0.999 0.493 1.277
H -5.126927 2.784546 -1.663425 0.264 -0.248 0.157
H -4.062042 2.792184 -3.026597 0.060 0.141 -0.322
H -3.962997 4.039836 -1.761250 0.434 -0.150 -0.137
H -3.325783 1.024190 -1.355051 -0.745 0.285 0.366
H -2.971734 2.345414 -0.221845 0.120 -0.094 0.014
H -0.880105 2.636743 -1.595132 -0.119 -0.012 0.213
H -1.440479 1.018316 -2.055680 0.590 0.157 -0.774
H -1.879584 2.554133 -3.016279 0.274 -0.591 -0.348
C 2.801866 -1.812071 2.776403 -0.705 -0.725 -0.189
N 2.846896 -2.433032 1.445544 -0.045 0.377 1.394
C 3.687740 -3.625314 1.398413 0.562 0.786 -0.209
H 2.361878 -2.514123 3.489996 0.038 0.013 0.021
H 3.787444 -1.526367 3.161964 -0.036 0.213 -0.034
H 2.107753 -0.975131 2.693925 0.273 0.220 0.302
H 3.109502 -1.661597 0.862106 0.556 -0.342 -0.832
H 4.214769 -3.610291 0.443665 -0.419 -0.676 -0.228
H 3.058389 -4.489059 1.592508 0.117 -0.290 -0.420
H 4.522990 -3.677723 2.121809 -0.341 0.425 0.194
```
Positions in Å, forces in eV/Å.

Properties
DFT total energy (Eh): -254.20600
Molar mass (u): 89.2
E_HOMO (eV): -8.82
ΔE to the lowest compared entry with this formula, charge and spin (kcal per mole): 22.7

Record 6
Molecular formula: C5H15N
Method: DFT, wB97M-V/def2-TZVPD

Geometry as XYZ:
```
21
Properties=species:S:1:pos:R:3:forces:R:3
C -1.657714 -2.553390 2.077914 0.484 0.561 0.764
C -2.102328 -3.936974 2.481877 -1.245 -0.142 -0.702
C -1.924688 -4.957311 1.367068 0.168 0.002 -0.395
H -0.657026 -2.617033 1.665452 0.251 0.252 -0.190
H -1.619378 -1.890818 2.952676 0.137 -0.135 -0.092
H -2.305743 -2.028672 1.379108 -0.128 -0.386 -0.290
H -3.167602 -3.873208 2.734913 0.051 -0.181 0.078
H -1.611105 -4.300340 3.366075 0.433 0.056 0.470
H -0.872044 -5.093000 1.107763 0.092 -0.083 0.245
H -2.349198 -5.928034 1.617976 0.035 -0.046 0.049
H -2.376575 -4.629822 0.429770 -0.279 0.100 0.062
C 1.775563 5.111122 -1.468502 -0.228 1.202 0.112
C 2.175003 4.239359 -2.636683 0.145 -0.769 0.246
N 2.324966 2.845694 -2.210038 0.255 -0.736 0.220
H 0.897883 4.770256 -0.916708 0.061 -0.281 -0.171
H 2.585801 5.252724 -0.755578 0.103 -0.346 0.069
H 1.538808 6.131268 -1.810632 -0.015 -0.221 -0.079
H 1.463879 4.347682 -3.459697 0.048 0.034 -0.055
H 3.163615 4.543822 -2.982243 -0.135 0.221 -0.198
H 3.147133 2.370196 -2.553574 0.126 0.381 -0.101
H 1.570750 2.196478 -2.386937 -0.360 0.515 -0.042
```
Positions in Å, forces in eV/Å.

Properties
DFT total energy (Eh): -254.23386
Molar mass (u): 89.2
E_HOMO (eV): -9.07
ΔE to the lowest compared entry with this formula, charge and spin (kcal per mole): 5.2

Record 7
Molecular formula: C5H15N2
Method: DFT, wB97M-V/def2-TZVPD

Geometry as XYZ:
```
22
Properties=species:S:1:pos:R:3:forces:R:3
C -0.963127 0.530362 -0.434994 -3.352 0.541 5.438
N -0.358786 1.557361 0.486857 0.256 2.746 -2.622
C -0.926612 1.982669 1.796089 -1.940 -1.011 -0.619
C -0.164915 -0.698849 -0.246271 -0.781 -1.261 -0.642
N -0.902785 -1.742016 -1.082823 2.232 0.394 -2.708
C 2.235930 -1.035876 0.224639 2.854 -2.250 1.168
C 1.251777 -0.395446 -0.739869 -0.689 -1.167 3.560
H -2.014549 0.350639 0.078070 1.326 0.064 -1.407
H -1.141175 0.679340 -1.474169 0.295 1.198 -0.802
H -0.408152 2.493003 -0.019634 0.621 -1.806 0.375
H -1.939581 2.473284 1.629856 0.744 -0.864 0.409
H -0.306157 2.848307 2.107839 -0.006 -1.203 0.490
H -1.057238 1.049589 2.461724 0.532 1.939 -0.536
H -0.406008 -1.247829 0.722676 1.519 1.540 -0.448
H -1.843103 -1.673508 -0.881318 -2.816 -0.568 1.478
H -0.496799 -2.664300 -1.010436 -0.185 -0.477 0.288
H -0.969897 -1.536695 -2.091254 0.848 0.134 0.058
H 2.594311 -2.200308 0.271002 -1.476 2.330 -1.418
H 2.159628 -0.996690 1.336587 -0.583 1.254 -0.870
H 3.116990 -0.512752 -0.123738 0.963 -0.225 0.841
H 1.415637 0.685849 -0.766959 -0.220 -0.293 0.361
H 1.528774 -0.752504 -1.666051 -0.140 -1.015 -2.394
```
Positions in Å, forces in eV/Å.

Properties
DFT total energy (Eh): -308.66952
Molar mass (u): 103.2
E_HOMO (eV): -12.69
ΔE to the lowest compared entry with this formula, charge and spin (kcal per mole): 77.3
Total charge: +1

Record 8
Molecular formula: C5H15N2
Method: DFT, wB97M-V/def2-TZVPD

Geometry as XYZ:
```
22
Properties=species:S:1:pos:R:3:forces:R:3
C -1.278610 -2.477490 0.212674 -0.542 -0.056 0.335
C -0.706094 -1.083005 0.269612 0.056 -0.675 0.154
C 0.630552 -1.002788 -0.440022 0.918 0.640 -0.959
C 1.464292 0.267992 -0.170519 -0.336 -0.451 -0.179
C 0.942164 2.625979 0.626984 0.498 0.515 -0.880
N 0.630591 1.516136 -0.324433 -0.178 0.032 0.389
N -1.625381 -0.051715 -0.227457 -0.123 0.703 -0.055
H -0.666439 -3.150190 0.809938 0.081 -0.240 -0.292
H -2.257235 -2.453803 0.687157 -0.153 -0.092 0.106
H -1.446693 -2.835807 -0.796951 0.285 -0.169 -0.219
H -0.556031 -0.906022 1.336343 0.103 0.442 0.063
H 1.312477 -1.835239 -0.252666 -0.309 -0.106 0.561
H 0.527825 -1.097733 -1.533676 -0.493 0.174 0.163
H 2.250402 0.325878 -0.919167 0.244 0.042 0.213
H 1.908810 0.250224 0.826775 -0.171 0.179 -0.085
H 1.902547 3.076204 0.353942 0.054 -0.441 0.285
H 0.940066 2.265735 1.649977 -0.098 -0.009 -0.057
H 0.233509 3.427524 0.449976 -0.389 -0.098 0.297
H 0.735750 1.837924 -1.283564 -0.021 0.184 0.003
H -0.391483 1.238346 -0.233577 0.139 -0.270 0.031
H -1.944884 -0.203820 -1.181092 0.268 -0.311 -0.016
H -2.479966 -0.024392 0.321014 0.167 0.008 0.142
```
Positions in Å, forces in eV/Å.

Properties
DFT total energy (Eh): -308.78817
Molar mass (u): 103.2
E_HOMO (eV): -13.97
ΔE to the lowest compared entry with this formula, charge and spin (kcal per mole): 2.8
Total charge: +1

Record 9
Molecular formula: C5H15N2
Method: DFT, wB97M-V/def2-TZVPD

Geometry as XYZ:
```
22
Properties=species:S:1:pos:R:3:forces:R:3
C 0.571179 -1.323266 1.504997 -0.067 0.270 -0.098
N -0.669511 -0.506185 1.673633 -0.089 -0.023 -0.024
C -1.830030 -1.268113 2.212103 -0.035 -0.062 -0.030
H 1.294898 -0.730477 0.952348 -0.033 -0.029 -0.076
H 0.969962 -1.560536 2.485597 -0.076 -0.184 0.042
H 0.308498 -2.213618 0.942735 0.091 -0.076 0.050
H -0.931797 -0.070013 0.766634 0.249 0.114 0.075
H -0.451927 0.293830 2.268264 -0.099 -0.023 0.060
H -2.093340 -2.025884 1.481680 -0.002 -0.083 -0.023
H -2.676376 -0.601564 2.352611 0.065 0.068 0.037
H -1.556616 -1.743826 3.148513 0.036 0.042 0.052
C -0.673715 1.790219 -0.333181 0.257 0.104 0.147
C -0.171202 1.004464 -1.298600 -0.267 -0.007 0.002
N 1.144617 0.668663 -1.454577 0.111 -0.090 -0.230
C 1.616525 0.180664 -2.751327 0.138 0.048 0.139
H 0.004380 2.313106 0.336764 -0.103 0.053 0.023
H -1.715860 2.060439 -0.308617 -0.116 -0.046 -0.056
H -0.849930 0.540254 -2.008269 0.083 -0.026 -0.080
H 1.790388 1.311650 -1.018518 -0.012 -0.026 0.082
H 2.509540 -0.424300 -2.617055 0.024 -0.030 0.038
H 0.856246 -0.441552 -3.210428 -0.121 -0.057 -0.010
H 1.856449 0.999864 -3.426133 -0.033 0.062 -0.122
```
Positions in Å, forces in eV/Å.

Properties
DFT total energy (Eh): -308.74793
Molar mass (u): 103.2
E_HOMO (eV): -11.97
ΔE to the lowest compared entry with this formula, charge and spin (kcal per mole): 28.1
Total charge: +1

Record 10
Molecular formula: C5H15N2
Method: DFT, wB97M-V/def2-TZVPD

Geometry as XYZ:
```
22
Properties=species:S:1:pos:R:3:forces:R:3
C 2.488829 0.754786 -1.172131 -0.753 -0.492 0.774
C 1.316603 0.414626 -0.225286 0.732 -0.072 -1.035
C 0.004840 0.956954 -0.773299 -0.269 0.616 0.973
C -1.132428 0.739170 0.206388 0.300 -0.130 0.306
C -2.435664 -1.047012 1.413071 -0.539 0.904 -0.571
N -1.383388 -0.727003 0.406219 -0.299 0.208 0.822
N 1.197381 -1.032003 0.045357 -0.300 0.380 -0.120
H 2.520879 1.826413 -1.333085 0.077 0.072 -0.358
H 3.398635 0.450415 -0.683173 0.511 -0.042 0.089
H 2.394219 0.171514 -2.082800 0.004 0.251 -0.370
H 1.555552 0.900436 0.712778 -0.305 0.131 0.402
H 0.118886 2.036342 -0.845582 -0.025 0.148 -0.204
H -0.275292 0.614726 -1.754357 0.181 -0.418 -0.567
H -2.071599 1.193349 -0.060893 -0.285 0.197 -0.342
H -0.826299 1.168839 1.166930 -0.222 -0.324 0.054
H -3.276109 -0.344060 1.274279 0.268 -0.485 -0.031
H -2.018339 -0.847689 2.393727 0.004 -0.358 0.127
H -2.762208 -2.067688 1.243603 0.010 -0.036 0.379
H -1.551267 -1.190898 -0.484755 -0.194 0.140 -0.041
H -0.467729 -1.103950 0.725165 0.325 -0.173 -0.533
H 1.277547 -1.536448 -0.830516 0.169 -0.200 0.036
H 1.926961 -1.330828 0.658356 0.609 -0.319 0.211
```
Positions in Å, forces in eV/Å.

Properties
DFT total energy (Eh): -308.78827
Molar mass (u): 103.2
E_HOMO (eV): -13.94
ΔE to the lowest compared entry with this formula, charge and spin (kcal per mole): 2.8
Total charge: +1